Record 1
The following is a DFT calculation (ωB97M-V/def2-TZVPD) of a 2-piece molecular cluster, C19H26O4 overall at a distorted geometry.

XYZ file:
```
49
Properties=species:S:1:pos:R:3:forces:R:3
C 2.8501 1.0509 -1.8036 0.07 -0.13 0.05
O 1.5871 1.3639 -1.1654 0.55 0.56 -0.43
C 0.7625 0.3291 -1.0088 2.00 -1.48 0.43
C -0.6093 0.6183 -1.4410 -1.22 -0.02 0.23
C -1.4037 -0.4076 -1.9890 0.06 0.22 -0.22
C -2.5689 -0.1115 -2.6982 -0.29 0.12 0.32
C -3.0763 1.1932 -2.7735 0.80 0.07 -0.11
C -4.3711 1.5443 -3.4658 0.03 0.00 0.02
C -2.2941 2.2086 -2.2040 -0.27 -0.09 0.22
C -1.1148 1.9379 -1.5259 0.57 -0.41 0.05
H 3.3959 1.9924 -1.9151 -0.23 -0.18 0.10
H 3.4023 0.3664 -1.1563 0.01 0.04 -0.12
H 2.7069 0.5959 -2.8069 -0.20 0.28 0.58
H 1.2053 -0.6291 -1.2979 -0.47 0.38 -0.53
H -1.0978 -1.4467 -1.8716 0.09 0.42 -0.32
H -3.1186 -0.9085 -3.1961 0.08 0.01 0.22
H -4.4361 2.6297 -3.6065 -0.05 -0.24 0.05
H -4.4693 1.0749 -4.4510 0.09 -0.02 0.20
H -5.2278 1.2247 -2.8578 0.15 0.08 -0.14
H -2.6331 3.2389 -2.3024 0.08 -0.16 0.15
H -0.5373 2.7498 -1.0848 -0.10 -0.16 -0.22
C -2.3348 -3.3664 -0.2554 -0.27 -0.26 0.18
C -0.8432 -3.3317 -0.0684 -0.03 0.10 -0.08
O -0.4581 -1.9897 0.2971 0.67 -0.92 0.10
C 0.8693 -1.9425 0.6246 0.35 0.01 0.29
C 1.2286 -0.5643 1.0765 -0.53 -0.79 -1.65
C 2.6275 -0.5555 1.5832 1.42 0.72 -0.33
O 3.5906 -0.5672 0.8221 -0.82 -0.18 0.70
C 2.8625 -0.4270 3.1060 0.16 -0.78 -0.45
C 2.8744 1.0494 3.5046 -0.07 0.27 0.08
C 1.8744 1.8632 2.6944 0.03 0.29 0.21
C 0.4619 1.2955 2.7461 -0.34 0.49 -0.06
C 0.1288 0.1193 1.8105 -1.38 0.19 0.62
O 1.5885 -2.9325 0.5417 -0.61 1.36 0.00
H -2.5506 -4.2938 -0.7926 -0.27 0.08 0.08
H -2.8391 -3.3983 0.7177 -0.04 0.12 -0.28
H -2.7147 -2.5202 -0.8404 0.12 -0.22 0.17
H -0.5153 -4.0000 0.7391 -0.10 0.02 -0.41
H -0.3364 -3.6271 -1.0015 0.04 0.15 0.38
H 2.1155 -1.0436 3.6339 0.00 0.50 -0.07
H 3.8400 -0.8661 3.3497 -0.26 0.00 -0.30
H 2.6484 1.1477 4.5718 0.01 -0.04 -0.07
H 3.8753 1.4756 3.3570 -0.13 -0.24 -0.03
H 1.8600 2.8935 3.0681 0.01 -0.12 0.03
H 2.2202 1.9430 1.6593 -0.09 -0.07 -0.08
H 0.1897 1.0151 3.7759 0.29 0.15 -0.18
H -0.2196 2.1128 2.4761 0.03 -0.14 0.15
H -0.5314 0.4966 1.0052 -0.14 -0.28 0.97
H -0.4644 -0.6015 2.4191 0.23 0.30 -0.50
```
Forces are in eV/Å.

Results
gap between HOMO and LUMO: 7.34 eV
ΔE to the lowest compared entry with this formula, charge and spin: 1.770 eV
charge: 0


Record 2
The following is a DFT calculation (ωB97M-V/def2-TZVPD) of C19H27AlCl2CsF2N5O11 as an isolated structure at a distorted geometry.

XYZ file:
```
68
Properties=species:S:1:pos:R:3:forces:R:3
C -3.9204 3.7815 1.1682 -0.16 -0.27 -0.34
C -4.4178 4.5762 -0.0335 0.39 0.50 0.66
N -5.6030 4.9977 0.0141 -0.44 0.26 -0.52
C -3.5749 4.9352 -1.2833 -0.39 -0.69 0.10
N -2.1225 5.1304 -1.1032 0.76 -0.05 -0.90
C -1.2769 3.9271 -1.0926 1.14 2.28 2.43
C -0.4487 3.8160 0.4595 4.35 -0.54 -2.23
C 1.0027 2.9793 0.4315 0.74 5.62 0.43
O 0.8313 4.5446 0.5586 -3.59 -0.96 0.28
C -1.7487 6.1270 -0.2523 -0.02 -1.81 -0.43
O -2.0755 6.3702 0.8217 -0.96 1.24 2.36
O -0.7725 7.0846 -0.8814 0.31 -1.60 -1.69
F -0.7556 8.2560 -0.0897 1.25 0.50 1.75
H -3.4090 2.8600 0.8434 0.05 0.30 0.30
H -4.8041 3.4786 1.7493 0.26 0.08 -0.38
H -3.3086 4.3792 1.8620 0.06 -0.21 -0.52
H -5.8031 5.5361 -0.8368 -0.32 -0.01 0.25
H -4.0083 5.8119 -1.7917 0.15 -0.22 0.34
H -3.6978 4.0993 -1.9961 0.28 0.36 0.20
H -1.8335 2.9241 -1.2431 -1.89 5.14 0.22
H -0.3698 3.9825 -1.8146 -1.92 0.66 0.80
H -1.0758 3.7016 1.3593 0.40 0.19 -0.46
H 1.7349 3.1745 -0.4390 -1.72 -1.40 0.01
H 1.6487 2.8732 1.4898 -1.15 -0.91 0.11
Cl 1.9193 3.0312 3.0909 0.41 0.15 0.78
Cs -0.4182 1.7060 -1.2790 3.46 -10.11 -2.15
C -4.3817 -5.2346 2.2337 0.01 0.00 0.00
C -3.5799 -4.3921 2.9939 -0.11 -0.06 -0.12
C -3.3191 -3.1021 2.5588 0.16 0.11 0.23
C -3.8709 -2.6692 1.3644 -0.16 -0.44 0.21
C -4.6680 -3.5027 0.5907 -0.01 0.03 -0.41
C -4.9214 -4.7923 1.0328 0.05 0.02 0.18
N -3.6179 -1.3017 0.9099 0.03 0.12 -0.12
O -2.8975 -0.5867 1.5886 0.08 0.03 0.06
O -4.1384 -0.9435 -0.1266 0.20 0.06 -0.05
H -4.5873 -6.2402 2.5796 0.03 0.02 -0.02
H -3.1598 -4.7410 3.9279 0.02 0.04 -0.03
H -2.6935 -2.4519 3.1545 -0.03 0.09 -0.13
H -5.1031 -3.1594 -0.3622 0.75 -0.25 0.66
H -5.5433 -5.4518 0.4417 0.01 0.06 -0.02
C 5.8023 1.8004 4.2700 -0.12 -0.22 -0.09
C 5.2120 0.6744 3.5362 0.72 1.54 0.99
N 4.7445 -0.1919 2.9721 -0.59 -1.24 -0.81
H 5.0268 2.3185 4.8317 -0.04 -0.01 -0.07
H 6.5617 1.4349 4.9596 -0.01 -0.01 -0.03
H 6.2607 2.4968 3.5704 -0.03 -0.01 0.00
Al -2.1583 8.5940 -1.3077 -1.46 1.20 -1.20
C 4.9125 -1.7124 0.0525 -0.27 0.41 -0.15
N 5.3412 -1.4284 -1.3472 -0.08 0.18 0.55
O 5.2843 -0.2690 -1.7326 0.00 -0.21 -0.29
O 5.7213 -2.3653 -2.0178 0.06 0.16 -0.23
H 4.6047 -0.7829 0.5168 0.15 0.04 -0.10
H 4.0815 -2.4179 0.0095 0.35 -0.26 0.10
H 5.7624 -2.1399 0.5743 -0.12 -0.21 -0.05
O 3.5916 -4.0770 0.9361 -0.18 0.06 0.04
H 3.7497 -4.9974 1.1641 -0.03 -0.20 -0.01
C 4.7729 -6.3846 -4.6733 0.16 -0.13 -0.34
C 4.6157 -4.9777 -4.1556 0.21 0.39 -0.08
O 3.5973 -5.1195 -3.1661 0.07 -0.39 -0.14
C 3.6051 -6.4137 -2.7503 -0.12 0.11 0.27
O 2.9961 -6.8278 -1.8230 -0.04 -0.10 -0.05
O 4.4077 -7.1769 -3.5465 -0.06 0.23 0.04
H 5.7911 -6.6046 -4.9890 -0.02 -0.14 0.15
H 4.0902 -6.6073 -5.4976 -0.02 0.02 0.03
H 5.5232 -4.6020 -3.6789 -0.05 -0.01 0.04
H 4.3086 -4.2776 -4.9305 -0.15 0.03 0.14
Cl -6.7436 -2.3062 -1.0619 -0.67 1.32 -2.45
F -6.6735 -1.1535 -3.3149 -0.14 -0.91 1.91
```
Forces are in eV/Å.

Results
gap between HOMO and LUMO: 1.33 eV
ΔE to the lowest compared entry with this formula, charge and spin: 1.083 eV
charge: 0


Record 3
The following is a DFT calculation (ωB97M-V/def2-TZVPD) of C19H27AsF5MoN3S6SbSi as an isolated structure at a distorted geometry.

XYZ file:
```
64
Properties=species:S:1:pos:R:3:forces:R:3
Mo 0.3605 0.6754 0.6593 1.33 1.90 2.63
F 7.6064 2.2798 -1.2329 -0.26 -0.14 0.03
C 6.3636 1.7941 -1.1586 -0.32 -0.08 -0.02
C 5.4632 2.2726 -0.2170 0.09 -0.04 -0.07
F 5.8228 3.2246 0.6508 0.06 -0.10 -0.16
C 4.1715 1.7718 -0.1688 -0.24 -0.08 0.07
F 3.3524 2.3224 0.7535 0.70 -0.19 -0.30
C 3.7015 0.7678 -1.0185 0.61 0.81 0.02
S 2.1180 0.0613 -1.0398 -0.94 -0.69 0.10
C 4.6354 0.3150 -1.9692 -0.23 0.17 0.31
F 4.2599 -0.6137 -2.8519 0.12 0.00 -0.01
C 5.9276 0.8074 -2.0417 0.08 0.14 0.10
F 6.7626 0.3475 -2.9768 -0.04 0.01 0.07
S 0.7604 2.9423 5.2078 0.52 -0.02 -1.11
Sb 1.9679 3.0238 3.2679 -0.85 0.52 0.90
S -0.0204 3.1368 1.3974 -0.35 -0.36 1.10
S 1.7481 0.6547 2.5909 -0.93 -0.60 -1.71
N -3.8131 -0.6250 0.8260 0.19 -0.13 0.22
C -2.8219 -0.6357 1.7218 -0.59 -0.45 -0.01
N -2.6135 -1.7164 2.4692 -0.05 -0.07 -0.21
S -1.9424 0.7807 2.0115 0.77 0.78 -0.05
H -4.2622 -1.4786 0.5321 -0.01 0.02 -0.05
H -3.9158 0.1934 0.2420 0.12 -0.11 0.07
H -3.0907 -2.5838 2.2806 0.02 -0.01 0.04
H -1.8301 -1.7181 3.1079 -0.11 0.05 -0.10
C 0.5794 -2.1138 3.5397 0.20 -0.07 -0.64
Si 0.9128 -2.4972 1.6841 0.76 -0.37 0.45
C 0.5154 -4.3646 1.5416 -0.14 0.76 -0.21
C 2.7439 -2.4062 1.1571 -0.65 0.08 0.46
N 0.0270 -1.3415 0.6836 0.51 -0.52 0.44
C -0.9116 -1.6735 -0.2476 -0.41 0.12 -0.73
C -1.2007 -0.7043 -1.2256 0.36 -0.15 0.27
C -2.1643 -0.9043 -2.1914 -0.16 0.21 -0.14
C -2.8793 -2.0932 -2.2241 -0.04 0.17 -0.09
C -2.6065 -3.0666 -1.2754 -0.01 -0.06 0.06
C -1.6541 -2.8640 -0.2963 0.06 0.04 -0.01
H 1.5302 -2.0455 4.0590 0.18 0.02 0.16
H 0.0127 -2.9044 4.0279 -0.11 -0.21 -0.03
H 0.0776 -1.1618 3.7083 -0.04 0.09 -0.02
H 1.3085 -4.8955 2.0586 0.25 0.00 0.15
H 0.5069 -4.7124 0.5155 0.02 -0.12 -0.25
H -0.4170 -4.6558 2.0155 -0.22 -0.02 0.07
H 3.3431 -3.0870 1.7530 0.09 -0.19 0.21
H 3.1481 -1.4067 1.2831 0.09 0.11 -0.03
H 2.8587 -2.6855 0.1123 -0.12 -0.01 -0.11
H -0.5783 0.2116 -1.2124 -0.42 -0.24 -0.85
H -2.3581 -0.1483 -2.9403 0.03 0.04 0.01
H -3.6205 -2.2607 -2.9915 -0.01 -0.02 -0.05
H -3.1452 -4.0030 -1.3018 -0.05 -0.11 0.01
H -1.4751 -3.6212 0.4435 -0.01 -0.19 0.08
C -4.2221 2.1808 -1.7462 0.15 0.08 0.05
As -2.3392 2.5156 -1.1925 -0.33 0.21 -0.37
C -2.5199 4.4621 -1.0024 -0.02 0.02 0.02
C -1.5161 2.5944 -2.9857 -0.07 0.04 -0.05
S 0.7782 2.9202 -0.3863 0.51 -0.85 -0.76
H -4.5047 2.8064 -2.5920 0.00 0.03 -0.03
H -4.8838 2.4158 -0.9102 0.02 0.01 0.02
H -4.3711 1.1360 -2.0221 0.05 -0.03 -0.02
H -3.0558 4.8699 -1.8596 -0.01 0.01 -0.01
H -1.5312 4.9207 -0.9559 -0.02 -0.09 0.01
H -3.0580 4.7120 -0.0886 -0.01 -0.05 0.00
H -2.2243 2.9943 -3.7110 -0.03 0.00 -0.04
H -1.1666 1.6201 -3.3282 -0.02 0.00 0.05
H -0.6504 3.2569 -2.9393 -0.09 -0.05 0.05
```
Forces are in eV/Å.

Results
gap between HOMO and LUMO (alpha / beta): 5.07 / 6.27 eV
ΔE to the lowest compared entry with this formula, charge and spin: 0.000 eV
charge: 0
2S+1: 2


Record 4
The following is a DFT calculation (ωB97M-V/def2-TZVPD) of C19H27Br9O8 as an isolated structure at a distorted geometry.

XYZ file:
```
63
Properties=species:S:1:pos:R:3:forces:R:3
O -22.2190 -13.1145 1.4360 -0.37 -2.30 1.22
C -22.0668 -13.9737 2.3033 -1.11 3.54 -1.72
O -20.8447 -14.0978 2.8107 1.00 -1.65 2.26
C -20.9170 -14.9712 4.0389 -0.09 0.52 -1.29
C -22.3519 -14.8796 4.4343 -1.58 -1.17 0.09
C -23.1216 -14.7580 3.1063 1.27 1.01 -0.49
H -20.3147 -14.6227 4.8779 0.57 0.17 -0.68
H -20.6428 -15.9731 3.7086 0.11 0.09 0.24
H -22.4746 -14.0784 5.1631 -0.39 0.18 -0.38
H -22.7257 -15.7985 4.8859 0.36 -0.04 0.55
H -24.0850 -14.2485 3.1226 0.25 0.06 0.02
H -23.2172 -15.7049 2.5749 -0.09 -0.20 0.30
O -17.2438 -20.6367 7.6655 -0.51 -1.10 -1.42
C -17.0004 -21.4140 6.7487 2.29 2.89 2.44
O -17.7549 -22.3692 6.3355 -2.89 -2.23 -0.58
C -17.1941 -23.1132 5.2445 1.80 0.52 -0.66
C -15.7418 -22.7465 5.3343 1.92 -1.02 -0.01
C -15.7020 -21.4174 5.9822 -0.44 0.65 0.25
H -17.4616 -22.7237 4.2623 -1.24 -0.30 0.20
H -17.2061 -24.1991 5.3382 -1.21 0.26 0.17
H -15.1936 -22.7455 4.3922 -0.20 -0.34 -0.07
H -15.2809 -23.4739 6.0026 0.37 0.01 -0.08
H -15.8259 -20.6164 5.2534 0.41 0.30 -0.07
H -14.8497 -21.2561 6.6422 -0.16 0.28 -0.19
O -22.3186 -17.7997 2.3049 0.62 1.71 -0.73
C -22.9601 -18.5167 3.0203 2.51 -1.96 -0.14
O -22.4954 -19.7499 3.1797 1.73 -0.65 0.07
C -23.2546 -20.5301 4.0944 -1.59 0.35 -0.39
C -24.5775 -19.7530 4.0681 -1.03 -1.70 0.89
C -24.1375 -18.3610 3.8054 -2.20 1.92 0.37
H -22.9949 -20.4996 5.1525 1.27 0.02 -0.24
H -23.2301 -21.5453 3.6984 -0.28 0.14 0.27
H -24.9936 -19.8573 5.0701 -0.57 0.10 -0.28
H -25.2928 -20.0936 3.3194 0.10 -0.12 0.06
H -23.9457 -17.8140 4.7285 0.30 0.13 -0.03
H -24.8283 -17.7535 3.2207 -0.30 0.01 0.24
O -20.8667 -26.6042 3.1357 -1.54 4.35 -1.46
C -21.1628 -25.4481 2.7559 -0.41 -4.75 -0.26
O -22.3588 -25.0999 2.1541 -2.09 -4.26 -0.49
C -22.6691 -23.7545 2.0563 2.21 1.53 2.48
C -21.2094 -23.3018 1.9928 -0.81 3.64 -0.63
C -20.3978 -24.2280 2.7732 1.35 -0.28 0.61
H -23.1640 -23.4912 2.9911 0.02 0.15 0.43
H -23.3030 -23.2460 1.3298 0.09 -1.45 -0.99
H -21.0004 -22.3213 2.4207 -0.44 0.46 -0.56
H -21.0180 -23.2779 0.9200 0.68 -0.07 0.07
H -20.4261 -24.0199 3.8427 0.71 0.68 0.18
H -19.4009 -24.3463 2.3485 0.10 -0.15 0.59
C -18.5203 -19.7473 2.8112 -1.20 -1.69 -0.13
Br -19.3447 -17.9868 2.6412 0.25 -0.23 -0.10
Br -18.7617 -20.8703 1.2027 0.41 1.09 0.54
Br -19.4355 -20.7026 4.2681 0.61 0.76 -0.26
H -17.4574 -19.6537 3.0340 -0.30 0.28 -0.07
C -17.4228 -17.1672 6.6844 0.48 0.54 0.57
Br -19.2859 -17.4071 6.7863 -0.84 -0.36 -0.50
Br -17.0381 -15.3990 7.4159 0.33 -0.41 -0.63
Br -16.6431 -17.4974 4.8545 -0.64 0.37 1.16
H -17.0291 -17.8583 7.4296 0.43 -0.22 -0.73
C -14.8346 -17.0927 0.0900 0.90 1.42 0.32
Br -15.4226 -15.1363 0.2744 0.76 -1.76 -0.32
Br -15.4940 -18.0244 1.6491 0.00 -0.16 -0.34
Br -12.8293 -17.3615 -0.0057 -1.86 0.45 -0.04
H -15.2898 -17.4611 -0.8293 0.17 -0.02 0.35
```
Forces are in eV/Å.

Results
gap between HOMO and LUMO (alpha / beta): 8.02 / 2.86 eV
charge: +1
2S+1: 2


Number 1: total energy -1040.45265 Eh. Number 2: total energy -3223.23146 Eh. Number 3: total energy -6626.70631 Eh. Number 4: total energy -24507.76300 Eh.